{"formula": "C36H36N3O", "method": "the ωB97M-V functional and the def2-TZVPD basis", "charge": 1, "total_energy_ha": -1632.6795, "orbital_gap_ev": 6.27, "spin_multiplicity": 1, "species": ["C", "N", "C", "C", "C", "C", "C", "N", "C", "C", "C", "C", "C", "C", "C", "C", "C", "C", "C", "C", "C", "H", "H", "H", "H", "H", "H", "H", "H", "H", "H", "H", "H", "H", "H", "H", "H", "H", "O", "C", "C", "C", "C", "C", "C", "C", "C", "C", "C", "C", "C", "C", "C", "C", "C", "C", "N", "H", "H", "H", "H", "H", "H", "H", "H", "H", "H", "H", "H", "H", "H", "H", "H", "H", "H", "H"], "coordinates": [[5.036, -1.236, -1.249], [3.668, -1.669, -1.026], [2.561, -0.888, -1.107], [1.426, -1.633, -0.727], [0.069, -1.207, -0.639], [-0.930, -2.102, -1.033], [-0.817, -3.310, -1.767], [-1.986, -4.002, -1.687], [-2.213, -5.352, -2.164], [-2.936, -3.247, -0.986], [-2.317, -2.041, -0.582], [-2.965, -1.184, 0.299], [-4.263, -1.526, 0.719], [-4.869, -2.721, 0.297], [-4.191, -3.620, -0.544], [1.919, -2.964, -0.365], [3.314, -2.950, -0.603], [4.157, -4.017, -0.346], [3.562, -5.170, 0.183], [2.186, -5.213, 0.457], [1.363, -4.101, 0.215], [5.702, -2.051, -0.954], [5.199, -1.009, -2.310], [5.258, -0.348, -0.644], [2.621, 0.149, -1.431], [-0.197, -0.442, 0.093], [0.065, -3.728, -2.251], [-3.250, -5.610, -1.941], [-2.034, -5.400, -3.246], [-1.541, -6.073, -1.674], [-2.442, -0.291, 0.651], [-4.804, -0.855, 1.387], [-5.881, -2.961, 0.622], [-4.611, -4.570, -0.871], [5.224, -3.932, -0.563], [4.181, -6.036, 0.392], [1.746, -6.124, 0.870], [0.308, -4.128, 0.478], [-1.424, 2.103, 1.762], [-0.453, 2.788, 0.983], [-0.602, 4.247, 1.471], [-0.809, 4.409, 2.840], [-0.935, 5.688, 3.394], [-0.841, 6.819, 2.579], [-0.636, 6.662, 1.206], [-0.529, 5.379, 0.646], [0.942, 2.231, 1.260], [1.082, 0.930, 1.734], [2.358, 0.382, 1.865], [3.486, 1.159, 1.596], [3.337, 2.483, 1.179], [2.063, 3.028, 1.013], [-0.752, 2.573, -0.509], [-2.158, 3.055, -0.858], [-2.694, 2.085, -1.904], [-1.618, 1.019, -2.093], [-0.686, 1.164, -0.952], [-1.640, 1.246, 1.351], [-0.885, 3.531, 3.486], [-1.105, 5.788, 4.467], [-0.922, 7.818, 3.008], [-0.556, 7.533, 0.553], [-0.382, 5.255, -0.431], [0.198, 0.340, 1.999], [2.447, -0.665, 2.158], [4.478, 0.725, 1.714], [4.210, 3.098, 0.968], [1.919, 4.057, 0.676], [0.006, 3.145, -1.077], [-2.775, 3.052, 0.044], [-2.082, 4.084, -1.210], [-3.640, 1.645, -1.581], [-2.862, 2.593, -2.852], [-2.029, 0.008, -2.116], [-1.089, 1.167, -3.053], [0.259, 0.939, -1.267]], "atomic_forces_ev_per_a": [[0.1324, 0.1744, -0.2264], [-0.4236, 0.0073, -0.1085], [-0.6058, -0.7464, 0.7493], [1.5759, 0.4948, -0.7258], [-0.5215, -2.9556, 1.3197], [-0.1382, 1.0819, 0.1811], [-1.0720, -0.8919, 0.2621], [1.7914, 1.1406, -0.2947], [0.0961, -0.4282, -0.3725], [0.3354, 0.7289, 0.8094], [-0.1106, -0.7402, 0.3341], [-0.5813, -0.2030, 0.0409], [0.4359, 0.1353, -0.2595], [0.2666, -0.1923, -0.3480], [-0.3790, 0.2774, 0.0089], [0.4983, 0.2503, -0.5108], [-0.2463, 0.8471, 0.2064], [-0.2265, -0.7143, 0.2649], [0.3723, 0.4848, -0.3465], [-0.4618, 0.5120, -0.0063], [0.2838, -0.8250, 0.1256], [-0.0689, 0.3498, -0.0868], [0.0201, -0.0461, 0.2531], [-0.0662, -0.2597, -0.1629], [0.0500, -0.2821, 0.1231], [0.0774, -0.2352, -0.8678], [-0.3738, 0.1066, 0.0567], [0.3221, -0.1041, -0.2070], [-0.1785, -0.0091, 0.2630], [-0.2588, 0.3577, -0.0370], [-0.4155, -0.3125, -0.1279], [0.1448, -0.2329, -0.1727], [0.3244, 0.0582, -0.0204], [-0.1854, 0.3265, 0.3065], [-0.3800, -0.3349, 0.2172], [-0.1130, 0.0832, -0.0299], [0.1947, 0.3749, -0.0786], [0.1350, -0.0954, -0.0464], [-0.4277, -0.9562, -0.1102], [-0.0515, -0.0215, 0.3123], [0.1616, -0.0521, -0.3970], [-0.0293, 0.5328, 0.4047], [0.0768, -0.2202, -0.3018], [0.0403, -0.2121, -0.1198], [0.0146, -0.3323, -0.1467], [0.0900, -0.1053, 0.3988], [-0.2053, 0.3504, 0.3405], [0.3521, -0.0016, -0.1397], [-0.0781, 0.0315, 0.0322], [-0.1654, -0.0987, -0.0511], [-0.1447, 0.0410, -0.0675], [0.1044, -0.4749, -0.1581], [0.3715, 0.8587, -0.5419], [0.1102, 0.1787, 0.1861], [-0.2150, 0.0270, -0.2737], [0.3941, -0.0993, -0.3681], [-0.4425, 1.0611, -0.1426], [0.3366, 0.6005, 0.0669], [0.0553, 0.3313, -0.2501], [0.0581, 0.0264, -0.3078], [0.0033, -0.2761, -0.1183], [-0.0600, -0.2348, 0.2440], [0.0020, 0.1856, 0.3733], [0.3947, 0.2392, -0.0526], [0.1439, 0.2814, 0.0722], [-0.1554, 0.1284, 0.0034], [-0.0999, -0.1315, 0.1114], [0.1588, -0.3128, 0.1492], [-0.2553, 0.0257, 0.1660], [0.0573, 0.0792, -0.1523], [-0.3027, -0.1223, -0.0405], [0.0590, 0.0152, -0.0766], [-0.1907, -0.0589, 0.0021], [-0.0059, 0.1189, -0.0170], [-0.1437, 0.0215, 0.2919], [-0.2612, 0.3936, 0.1932]]}

{"formula": "C8H12N3O2", "method": "the ωB97M-V functional and the def2-TZVPD basis", "charge": 1, "total_energy_ha": -626.5856, "relative_energy_kcal_mol": 33.28, "orbital_gap_ev": 9.70, "spin_multiplicity": 1, "species": ["C", "C", "C", "C", "C", "C", "C", "C", "N", "N", "N", "O", "O", "H", "H", "H", "H", "H", "H", "H", "H", "H", "H", "H", "H"], "coordinates": [[-0.242, -2.467, 2.024], [-1.284, -2.574, 1.114], [0.702, -1.422, 1.824], [-1.484, -1.662, 0.074], [0.623, -0.707, 0.676], [-0.473, -0.785, -0.207], [2.285, -1.307, -2.108], [-0.306, 0.000, -1.445], [-0.568, -0.591, -2.619], [0.709, 2.703, 0.679], [0.198, 1.208, -1.548], [2.500, -2.201, -1.447], [2.171, -0.391, -2.752], [-0.224, -3.185, 2.818], [-1.998, -3.496, 1.224], [1.484, -1.275, 2.491], [-2.318, -1.712, -0.552], [1.527, -0.095, 0.514], [-1.276, -1.343, -2.657], [-0.446, -0.251, -3.552], [1.701, 2.569, 0.550], [0.747, 3.320, 1.489], [0.360, 1.875, 1.140], [0.161, 1.899, -0.656], [0.406, 1.731, -2.390]], "atomic_forces_ev_per_a": [[-0.0548, 1.2069, -1.0198], [-1.7215, -1.9734, 0.4267], [-2.2012, -2.2783, -0.0408], [1.1437, -0.8477, 0.5614], [0.8893, 1.2281, -0.3043], [1.5616, 1.2837, 0.4774], [1.0851, -1.1791, 0.7021], [-0.4393, 0.9213, -2.7925], [-2.0760, -2.4242, 0.2498], [0.1566, 0.3655, 1.1586], [-0.2966, 1.8364, 3.7319], [0.0834, -2.4781, 1.7213], [-0.5359, 3.4570, -2.6595], [0.3978, -0.0822, 0.4339], [1.2121, 2.1483, -0.1839], [1.3634, 0.1600, 1.0435], [-1.3302, -0.2525, -0.8114], [-0.8493, 0.0201, -0.4818], [1.0417, 0.2749, 0.5375], [0.4295, 1.0592, 0.0289], [0.4238, -0.4533, -0.3852], [-0.6040, 0.7443, -0.3529], [0.1112, -0.6338, 0.1740], [0.4767, -1.3464, -1.9209], [-0.2670, -0.7567, -0.2941]]}

{"formula": "C3H12O4S", "method": "the ωB97M-V functional and the def2-TZVPD basis", "charge": -2, "total_energy_ha": -820.5494, "relative_energy_kcal_mol": 54.25, "orbital_gap_ev": 5.84, "spin_multiplicity": 1, "species": ["C", "O", "C", "C", "S", "H", "H", "H", "H", "H", "H", "H", "H", "O", "H", "H", "O", "H", "H", "O"], "coordinates": [[-0.554, -1.352, 0.822], [-1.626, -0.774, 1.418], [-0.026, -0.160, -0.018], [1.472, -0.531, -0.390], [2.193, 0.014, -1.937], [-0.088, -1.716, 1.748], [-0.786, -2.230, 0.286], [0.001, 0.743, 0.486], [-0.480, 0.064, -0.931], [1.431, -1.707, -0.526], [2.251, -0.352, 0.341], [-1.122, -0.445, 2.800], [0.416, 0.079, 3.344], [-0.399, -0.409, 3.459], [-2.471, -0.136, -1.189], [-2.578, -0.424, 0.460], [-2.927, 0.163, -0.426], [0.712, 1.847, -1.423], [-0.428, 2.752, -0.896], [0.289, 2.715, -1.450]], "atomic_forces_ev_per_a": [[-0.5423, 2.7110, 1.0265], [-4.4540, -0.3057, 1.2692], [5.0267, -3.3117, -0.0162], [-0.6931, -2.9772, -0.7881], [0.1272, 0.8377, -0.9792], [2.0356, 0.0862, -0.8722], [-0.3128, -1.1929, -1.5355], [-0.3136, 1.5519, 1.6843], [-1.1856, -0.3869, -1.3870], [0.1730, 1.9374, 0.6074], [-0.3869, 0.1438, 0.8290], [-0.1129, 0.3737, -2.2057], [-0.6095, 0.1260, -0.9161], [1.1943, -0.2990, 3.8289], [0.6971, -0.5100, -0.8257], [0.8941, 1.0628, -0.9151], [-1.6757, -0.0310, 1.4527], [0.3352, -0.5207, -0.1481], [-2.5964, -0.4093, 2.1066], [2.3996, 1.1142, -2.2158]]}